No. 1
Entry from OMol25: an isolated molecule of C3H4FN (ωB97M-V/def2-TZVPD).

Summary:
**Total energy**: -271.2705 hartree
**Energy relative to the best compared isomer or geometry (same formula, charge and spin)**: 0.889 eV
**M**: 73.07 g/mol

```
9
C3H4FN (ωB97M-V/def2-TZVPD)
C -1.124 0.046 0.010
N -0.422 -0.981 0.182
C 0.921 -0.958 -0.108
C 1.661 0.110 0.165
F 2.994 0.091 -0.012
H -2.156 0.010 0.326
H -0.778 0.961 -0.475
H 1.353 -1.878 -0.468
H 1.330 1.040 0.599
```

***

No. 2
Entry from OMol25: an isolated molecule of C7H10N2O2 at a distorted geometry (ωB97M-V/def2-TZVPD).

Summary:
**Total energy**: -532.7292 hartree
**Energy relative to the best compared isomer or geometry (same formula, charge and spin)**: 0.756 eV
**M**: 154.17 g/mol

```
21
C7H10N2O2 (ωB97M-V/def2-TZVPD)
C -1.915 0.358 0.796
C -1.165 1.046 -0.383
C 0.361 1.339 -0.047
N 1.032 0.262 0.625
C 1.776 0.397 1.771
C 2.249 -0.872 2.092
C 1.731 -1.694 1.061
N 1.050 -0.979 0.157
C -1.430 0.225 -1.657
O -2.300 0.561 -2.417
O -0.718 -0.887 -1.896
H -1.794 0.948 1.727
H -1.534 -0.630 0.995
H -3.003 0.311 0.576
H -1.583 2.029 -0.617
H 0.378 2.185 0.698
H 0.951 1.585 -0.934
H 1.945 1.349 2.225
H 2.747 -1.127 3.016
H 1.813 -2.739 0.842
H 0.003 -1.078 -1.296
```

***

No. 3
Entry from OMol25: an isolated molecule of C2HF4P at a distorted geometry (ωB97M-V/def2-TZVPD).

Summary:
**Total energy**: -817.5636 hartree
**Energy relative to the best compared isomer or geometry (same formula, charge and spin)**: 1.969 eV
**M**: 132.00 g/mol

```
8
C2HF4P (ωB97M-V/def2-TZVPD)
F 2.482 -1.238 0.038
C 1.469 -0.434 0.210
P 0.006 -1.193 -0.257
C -1.187 0.342 -0.231
F -1.271 1.062 -1.330
F -0.813 1.001 0.882
F -2.456 0.027 -0.003
H 1.771 0.434 0.692
```

***

No. 4
Entry from OMol25: a 10-piece molecular cluster, C38H70N8O2 overall at a distorted geometry (ωB97M-V/def2-TZVPD).

Summary:
**Total energy**: -2078.0814 hartree
**Energy relative to the best compared isomer or geometry (same formula, charge and spin)**: 6.211 eV
**Net charge**: -2
**M**: 671.03 g/mol

```
118
C38H70N8O2 (ωB97M-V/def2-TZVPD)
C -1.503 0.194 -0.435
C -0.142 0.420 0.359
C 0.663 1.535 -0.046
O -0.355 0.449 1.706
H -2.138 -0.533 0.071
H -1.311 -0.094 -1.469
H -2.074 1.119 -0.370
H 0.374 -0.436 -0.077
H 0.207 2.522 0.034
H 1.085 1.565 -1.051
H 1.625 1.605 0.460
C -8.093 -2.930 3.262
C -8.644 -1.526 3.401
C -9.805 -1.455 4.403
O -7.669 -0.554 3.668
H -8.116 -3.408 4.242
H -7.081 -2.905 2.859
H -8.523 -3.640 2.555
H -8.943 -1.575 2.354
H -10.493 -2.271 4.180
H -10.393 -0.548 4.263
H -9.523 -1.530 5.453
C 5.690 6.609 3.760
C 5.155 6.699 2.352
C 3.742 7.098 2.117
C 2.828 6.569 3.104
N 2.102 6.164 3.871
H 5.067 7.066 4.529
H 6.644 7.131 3.831
H 6.011 5.632 4.119
H 5.228 5.716 1.887
H 5.696 7.436 1.758
H 3.499 6.761 1.110
H 3.642 8.183 2.081
C -0.735 5.705 -4.578
C 0.584 6.074 -5.265
C 1.570 6.867 -4.343
C 1.021 8.014 -3.612
N 0.495 8.924 -3.031
H -1.179 6.696 -4.483
H -0.551 5.327 -3.573
H -1.329 5.009 -5.172
H 0.545 6.812 -6.066
H 1.140 5.222 -5.656
H 2.516 7.020 -4.863
H 1.719 6.210 -3.487
C -7.868 3.764 -4.482
C -7.049 3.292 -3.224
C -7.785 2.728 -2.001
C -8.792 3.587 -1.346
N -9.591 4.252 -0.876
H -8.444 4.586 -4.058
H -8.558 2.997 -4.836
H -7.210 4.109 -5.279
H -6.484 4.187 -2.960
H -6.343 2.509 -3.501
H -7.109 2.347 -1.235
H -8.310 1.784 -2.146
C 0.644 -5.724 4.269
C 1.055 -4.800 5.332
C 0.104 -4.725 6.494
C -1.059 -3.865 6.180
N -2.005 -3.273 5.960
H -0.367 -5.664 3.867
H 0.728 -6.764 4.583
H 1.238 -5.511 3.380
H 1.047 -3.847 4.804
H 2.079 -5.095 5.565
H 0.666 -4.405 7.371
H 0.017 -5.784 6.738
C -3.466 -1.672 -7.184
C -2.147 -1.702 -7.995
C -1.898 -0.370 -8.756
C -2.838 -0.011 -9.829
N -3.566 0.277 -10.677
H -3.775 -2.717 -7.189
H -4.309 -1.175 -7.665
H -3.326 -1.408 -6.136
H -2.118 -2.549 -8.680
H -1.370 -1.727 -7.230
H -0.926 -0.065 -9.143
H -2.089 0.377 -7.986
C -0.343 -6.657 -1.838
C -0.318 -8.153 -1.574
C 0.938 -8.812 -1.042
C 2.238 -8.331 -1.506
N 3.248 -7.971 -1.927
H 0.172 -6.533 -2.790
H 0.178 -6.205 -0.994
H -1.349 -6.275 -2.014
H -0.424 -8.794 -2.449
H -1.109 -8.142 -0.824
H 1.005 -9.899 -1.087
H 0.997 -8.623 0.030
C 5.477 -0.563 6.185
C 4.923 0.415 5.132
C 4.343 1.684 5.810
C 3.150 1.343 6.503
N 2.156 1.104 7.058
H 4.635 -1.082 6.643
H 6.227 -0.225 6.901
H 6.057 -1.305 5.637
H 4.168 -0.106 4.542
H 5.643 0.815 4.418
H 4.089 2.441 5.068
H 5.024 2.158 6.517
C 8.717 -1.028 -1.245
C 7.947 -1.446 -0.053
C 7.889 -2.987 0.068
C 8.787 -3.663 0.963
N 9.479 -4.267 1.698
H 8.289 -1.387 -2.181
H 9.669 -1.560 -1.241
H 8.778 0.054 -1.129
H 6.944 -1.041 0.080
H 8.413 -0.990 0.820
H 8.023 -3.484 -0.892
H 6.918 -3.377 0.375
```

***

No. 5
Entry from OMol25: C20H30InO15 as an isolated structure at a distorted geometry (ωB97M-V/def2-TZVPD).

Summary:
**Total energy**: -2097.5753 hartree
**Net charge**: +3
**M**: 625.26 g/mol

```
66
C20H30InO15 (ωB97M-V/def2-TZVPD)
In -3.335 -2.463 -0.428
C 4.691 -2.800 -7.153
C 4.183 -3.582 -5.998
C 4.894 -3.390 -4.641
O 3.739 -3.206 -3.792
C 2.593 -3.020 -4.478
O 1.499 -2.797 -3.941
O 2.853 -3.074 -5.779
H 3.970 -2.768 -7.970
H 5.693 -3.090 -7.469
H 4.832 -1.755 -6.877
H 4.074 -4.652 -6.177
H 5.523 -2.512 -4.498
H 5.408 -4.329 -4.437
C 3.070 5.005 2.641
C 2.373 4.824 1.286
C 3.328 4.296 0.190
O 2.648 3.138 -0.274
C 1.601 2.844 0.488
O 0.717 1.956 0.317
O 1.523 3.716 1.515
H 2.355 5.386 3.371
H 3.839 5.777 2.638
H 3.504 4.138 3.140
H 1.845 5.720 0.961
H 4.271 3.979 0.636
H 3.439 5.046 -0.593
C -3.115 2.065 9.023
C -2.651 2.327 7.628
C -1.114 2.094 7.386
O -1.089 1.214 6.273
C -2.280 0.818 5.926
O -2.560 0.109 4.972
O -3.241 1.371 6.806
H -2.659 1.142 9.382
H -4.191 1.902 9.068
H -2.975 2.850 9.766
H -2.979 3.322 7.329
H -0.685 1.783 8.338
H -0.724 3.080 7.132
C -3.103 7.254 2.951
C -4.249 6.498 2.322
C -4.439 6.797 0.802
O -4.603 5.551 0.204
C -4.359 4.541 1.081
O -4.278 3.324 0.880
O -4.067 5.064 2.298
H -2.172 6.872 2.532
H -3.165 6.977 4.004
H -3.126 8.343 2.982
H -5.157 6.815 2.835
H -3.573 7.303 0.374
H -5.282 7.467 0.633
C 0.837 -9.081 -6.318
C -0.531 -9.047 -5.602
C -0.729 -10.159 -4.550
O -0.899 -9.519 -3.299
C -0.938 -8.230 -3.453
O -1.104 -7.402 -2.535
O -0.715 -7.918 -4.732
H 0.787 -9.765 -7.166
H 1.540 -9.447 -5.570
H 1.116 -8.103 -6.710
H -1.329 -8.951 -6.338
H 0.176 -10.766 -4.530
H -1.510 -10.877 -4.802
```

***

No. 6
Entry from OMol25: an isolated molecule of C5H11N at a distorted geometry (ωB97M-V/def2-TZVPD).

Summary:
**Total energy**: -251.8305 hartree
**Energy relative to the best compared isomer or geometry (same formula, charge and spin)**: 0.870 eV
**M**: 85.15 g/mol

```
17
C5H11N (ωB97M-V/def2-TZVPD)
C -0.444 1.861 -0.331
N 0.524 0.770 -0.371
C 0.152 -0.342 -1.247
C -0.318 -1.501 -0.360
C 0.037 -1.097 1.068
C 0.807 0.244 0.963
H -0.470 2.297 -1.350
H -0.087 2.638 0.331
H -1.506 1.612 -0.204
H -0.610 -0.060 -1.970
H 1.044 -0.537 -1.854
H 0.001 -2.522 -0.554
H -1.409 -1.604 -0.422
H 0.679 -1.797 1.619
H -0.784 -1.007 1.784
H 0.509 0.941 1.744
H 1.877 0.106 1.154
```

***

No. 7
Entry from OMol25: C5H6N2O as an isolated structure at a distorted geometry (ωB97M-V/def2-TZVPD).

Summary:
**Total energy**: -378.6080 hartree
**Energy relative to the best compared isomer or geometry (same formula, charge and spin)**: 7.154 eV
**M**: 110.12 g/mol

```
14
C5H6N2O (ωB97M-V/def2-TZVPD)
C 1.955 -0.448 -0.051
C 0.295 0.613 -0.190
C -0.970 1.351 0.218
C -0.619 -1.423 0.096
C 0.609 -0.721 0.554
H 2.115 -0.943 -0.910
H 3.194 -0.627 0.372
H 0.135 0.120 -1.258
H -1.066 2.399 0.045
H -0.131 -2.351 -0.485
H 0.417 -0.480 1.739
N -2.075 0.534 0.083
N -1.691 -0.837 -0.359
O 1.760 0.971 -0.167
```

***

No. 8
Entry from OMol25: a 2-piece molecular cluster, C3H5NO3 overall at a distorted geometry (ωB97M-V/def2-TZVPD).

Summary:
**Total energy**: -397.5491 hartree
**Energy relative to the best compared isomer or geometry (same formula, charge and spin)**: 7.826 eV
**M**: 103.08 g/mol

```
12
C3H5NO3 (ωB97M-V/def2-TZVPD)
O 3.395 0.330 0.073
N 2.308 -0.108 -0.037
O 1.817 -1.081 0.405
O 1.527 0.679 -0.824
H 0.452 0.533 -0.574
C -1.782 1.093 -0.515
C -1.368 -0.014 0.100
C -1.003 -1.072 0.761
H -2.831 1.347 -0.242
H -0.949 1.575 -1.026
H -0.490 -1.243 1.700
H -1.078 -2.039 0.181
```

***

No. 9
Entry from OMol25: a 8-piece molecular cluster, C17H53N13O8 overall at a distorted geometry (ωB97M-V/def2-TZVPD).

Summary:
**Total energy**: -1993.4078 hartree
**Energy relative to the best compared isomer or geometry (same formula, charge and spin)**: 0.725 eV
**M**: 567.69 g/mol

```
91
C17H53N13O8 (ωB97M-V/def2-TZVPD)
C -10.238 -0.370 20.836
O -10.194 -1.058 19.644
C -9.066 -1.869 19.527
C -9.377 -3.280 19.996
C -8.070 -4.087 20.006
N -10.339 -3.926 19.148
H -10.279 -1.059 21.738
H -11.207 0.051 20.906
H -9.465 0.417 20.926
H -8.799 -1.928 18.499
H -8.156 -1.555 20.030
H -9.715 -3.248 21.016
H -8.428 -5.066 20.245
H -7.268 -3.810 20.726
H -7.740 -4.022 18.950
H -11.109 -3.300 19.159
H -9.985 -4.146 18.215
C -6.326 -2.299 13.949
O -7.624 -1.779 13.818
C -8.390 -1.506 15.029
C -9.438 -0.441 14.796
C -10.298 -0.217 15.980
N -10.206 -0.832 13.620
H -6.278 -3.093 14.695
H -5.705 -1.451 14.237
H -5.966 -2.715 12.963
H -8.885 -2.382 15.422
H -7.694 -1.147 15.839
H -8.968 0.488 14.450
H -10.836 -1.153 16.325
H -11.094 0.518 15.774
H -9.816 0.218 16.885
H -10.564 -1.720 13.849
H -10.925 -0.178 13.402
C -8.708 -8.555 15.432
O -8.355 -8.572 14.069
C -8.045 -7.254 13.638
C -7.204 -7.572 12.333
C -7.270 -6.387 11.477
N -7.532 -8.811 11.606
H -9.451 -7.759 15.730
H -7.872 -8.188 15.960
H -8.969 -9.557 15.863
H -8.977 -6.633 13.498
H -7.464 -6.813 14.419
H -6.188 -7.690 12.614
H -8.061 -6.491 10.764
H -6.439 -6.254 10.783
H -7.335 -5.377 11.859
H -7.570 -9.550 12.354
H -8.594 -8.779 11.457
N -10.037 -4.193 13.438
C -10.435 -5.141 14.293
N -11.264 -6.067 13.766
O -9.990 -5.150 15.474
H -9.059 -3.916 13.705
H -10.115 -4.513 12.497
H -11.801 -6.744 14.247
H -11.347 -6.024 12.738
N -10.981 -7.415 9.790
C -10.529 -6.111 9.805
N -9.864 -5.612 8.720
O -10.739 -5.326 10.804
H -10.448 -8.105 9.216
H -11.564 -7.771 10.502
H -9.920 -6.062 7.812
H -9.344 -4.731 8.877
N -9.391 -2.232 10.832
C -8.231 -2.438 10.161
N -7.226 -1.537 10.408
O -8.135 -3.340 9.299
H -9.319 -1.866 11.781
H -10.033 -3.022 10.716
H -6.381 -1.903 10.037
H -7.281 -0.797 11.130
N -10.974 -6.572 17.484
C -12.094 -7.196 17.071
N -12.930 -7.538 18.126
O -12.358 -7.498 15.942
H -11.093 -5.930 18.331
H -10.519 -6.146 16.715
H -12.570 -7.435 19.087
H -13.817 -7.920 17.963
N -11.459 -9.632 14.132
C -12.046 -9.015 13.053
N -13.253 -8.368 13.302
O -11.543 -8.958 11.941
H -11.662 -8.984 14.917
H -10.432 -9.618 13.966
H -13.686 -8.428 14.208
H -13.662 -7.763 12.607
```

***

No. 10
Entry from OMol25: C6H12Cl2O2ReSe2 as an isolated structure (ωB97M-V/def2-TZVPD).

Summary:
**Total energy**: -6187.0878 hartree
**Multiplicity**: 2
**Net charge**: +2
**M**: 531.19 g/mol

```
25
C6H12Cl2O2ReSe2 (ωB97M-V/def2-TZVPD)
Re 0.053 -0.114 0.053
O 2.721 -4.596 -2.277
C 2.199 -3.784 -3.311
C 1.496 -2.583 -2.626
C 0.950 -1.662 -3.724
O 1.997 -1.177 -4.533
C 0.383 -3.201 -1.795
Se -0.851 -2.033 -0.789
C 2.577 -1.943 -1.770
Se 2.164 -0.275 -0.804
H 3.034 -5.432 -2.642
H 1.463 -4.321 -3.919
H 2.983 -3.407 -3.970
H 0.350 -0.846 -3.309
H 0.279 -2.257 -4.352
H 2.120 -0.230 -4.421
H 0.769 -3.877 -1.030
H -0.322 -3.754 -2.420
H 3.420 -1.625 -2.385
H 2.944 -2.610 -0.989
Cl -0.320 0.565 2.307
C -1.201 2.094 1.848
Cl -1.135 1.976 0.032
H -0.643 2.961 2.187
H -2.231 2.046 2.189
```

***

No. 11
Entry from OMol25: an isolated molecule of C5H3F2NO at a distorted geometry (ωB97M-V/def2-TZVPD).

Summary:
**Total energy**: -521.6987 hartree
**Energy relative to the best compared isomer or geometry (same formula, charge and spin)**: 6.768 eV
**M**: 131.08 g/mol

```
12
C5H3F2NO (ωB97M-V/def2-TZVPD)
C -0.663 -0.149 0.916
C -1.539 0.923 -1.303
C 0.638 -0.495 0.909
C -1.517 0.621 -0.046
C 1.248 -0.794 -1.250
N 1.572 -0.549 -0.039
O 2.805 -0.437 0.229
F -2.488 1.249 0.761
F 2.071 -1.044 -2.211
H -1.069 0.004 2.018
H -2.080 1.552 -1.922
H 1.023 -0.882 1.938
```

***

No. 12
Entry from OMol25: C25H47ClFeINO3Si2 as an isolated structure at a distorted geometry (ωB97M-V/def2-TZVPD).

Summary:
**Total energy**: -3861.5928 hartree
**Multiplicity**: 6
**Net charge**: +1
**M**: 684.03 g/mol

```
81
C25H47ClFeINO3Si2 (ωB97M-V/def2-TZVPD)
O -0.365 2.348 -0.008
O -2.861 1.956 1.097
C 0.308 3.346 0.960
C 1.611 3.721 0.320
H 0.403 2.785 1.898
H -0.395 4.177 1.069
H 2.192 2.831 0.062
H 2.208 4.321 1.008
H 1.449 4.330 -0.577
C -1.034 2.882 -1.262
C -1.758 4.165 -0.997
H -1.688 2.071 -1.595
H -0.208 2.988 -1.964
H -2.602 3.981 -0.326
H -2.160 4.565 -1.935
H -1.104 4.936 -0.579
C -3.794 1.071 0.455
C -3.139 2.313 2.453
C -4.676 1.834 -0.494
H -4.391 0.540 1.210
H -3.189 0.333 -0.091
H -5.309 2.544 0.050
H -5.339 1.146 -1.026
H -4.093 2.381 -1.241
C -4.211 3.368 2.554
H -2.180 2.682 2.851
H -3.411 1.407 3.018
H -3.986 4.228 1.920
H -4.277 3.715 3.585
H -5.189 2.963 2.279
H -0.898 1.670 0.481
Fe 1.161 -0.955 0.016
C -0.299 -0.224 1.366
Si -0.312 -1.084 3.013
H 0.015 0.824 1.472
H -1.255 -0.296 0.819
C -0.105 0.129 4.442
C 1.052 -2.343 3.257
C -1.937 -1.996 3.242
C 1.585 0.188 -1.620
Si 0.718 -0.219 -3.227
H 2.665 -0.025 -1.726
H 1.502 1.239 -1.305
C 0.669 1.349 -4.270
C -0.998 -0.947 -2.971
C 1.804 -1.464 -4.138
H -2.774 -1.484 2.758
H -2.153 -2.091 4.312
H -1.852 -3.003 2.818
H 0.846 0.672 4.370
H -0.088 -0.444 5.378
H -0.917 0.862 4.505
H 2.009 -2.046 2.800
H 0.742 -3.310 2.840
H 1.202 -2.462 4.346
H -1.760 -0.294 -3.418
H -1.259 -1.084 -1.912
H -1.065 -1.926 -3.461
H 1.355 -1.690 -5.111
H 1.940 -2.397 -3.585
H 2.792 -1.020 -4.301
H 0.528 1.079 -5.324
H 1.626 1.878 -4.174
H -0.129 2.037 -3.971
Cl 5.718 -5.886 -1.462
C 4.885 -4.582 -0.745
C 5.533 -3.783 0.192
C 4.893 -2.692 0.782
I 5.864 -1.579 2.240
C 3.578 -2.335 0.390
O 2.987 -1.251 0.809
C 2.879 -3.214 -0.513
N 1.571 -2.894 -0.749
C 0.853 -3.686 -1.561
C 1.418 -4.809 -2.193
C 2.744 -5.140 -1.976
C 3.518 -4.345 -1.107
H 6.551 -4.012 0.480
H -0.196 -3.428 -1.706
H 0.789 -5.405 -2.852
H 3.195 -6.009 -2.442
```